(1)
{
  "formula": "C5H12NO",
  "method": "ωB97M-V with the def2-TZVPD basis set",
  "elements": ["O", "C", "C", "N", "H", "H", "H", "H", "H", "H", "C", "C", "C", "H", "H", "H", "H", "H", "H"],
  "positions_angstrom": [[-2.225766, -1.438107, -1.171496], [-1.269356, -1.060498, -0.550905], [-1.204388, 0.383005, -0.063876], [-2.491821, 1.024289, -0.535312], [-0.441473, -1.729362, -0.282552], [-1.138704, 0.464416, 1.014337], [-0.375182, 0.885636, -0.556680], [-2.346690, 1.992131, -0.816900], [-2.849478, 0.431536, -1.304399], [-3.184460, 1.008993, 0.213720], [1.700063, 0.916036, 1.431199], [2.296219, -0.063226, 0.461264], [3.599502, -0.251769, 0.297941], [0.870558, 0.570497, 2.046317], [2.481655, 1.266723, 2.101112], [1.362444, 1.789048, 0.859858], [1.649744, -0.684367, -0.154428], [3.904192, -0.961108, -0.458738], [4.332346, 0.284096, 0.884435]],
  "forces_ev_per_a": [[0.103, 0.159, -0.138], [-0.197, -0.318, 0.353], [-0.488, -0.006, -0.730], [0.408, -0.086, 0.436], [0.062, 0.094, -0.019], [0.188, -0.008, 0.066], [0.129, 0.081, 0.212], [-0.108, -0.001, -0.150], [-0.075, 0.039, 0.000], [-0.128, 0.020, -0.093], [0.338, 0.401, -0.415], [0.149, -0.301, 0.355], [-0.585, -0.080, -0.172], [0.018, -0.302, -0.041], [-0.035, 0.072, 0.093], [-0.110, 0.091, 0.211], [-0.183, 0.138, -0.016], [0.386, 0.041, 0.100], [0.125, -0.035, -0.052]],
  "homo_energy_ev": -12.80,
  "total_charge": 1
}

***

(2)
{
  "formula": "C5H12NO",
  "method": "ωB97M-V with the def2-TZVPD basis set",
  "elements": ["C", "O", "C", "C", "C", "C", "N", "H", "H", "H", "H", "H", "H", "H", "H", "H", "H", "H", "H"],
  "positions_angstrom": [[1.477636, 1.088105, -0.604585], [0.986235, 0.788993, -1.873312], [0.288710, 1.635450, 0.113814], [-0.694500, 0.627741, 0.683336], [-0.875852, -0.523897, -0.244804], [-0.838474, -2.723355, 0.967471], [-0.244852, -1.705614, 0.394217], [1.841831, 0.228285, -0.071161], [2.172409, 1.924936, -0.660660], [1.401236, 1.454343, -2.524591], [-0.260243, 2.328179, -0.617191], [0.593902, 2.375944, 1.000719], [-0.098777, 0.263354, 1.569355], [-1.548519, 1.162149, 0.915255], [-1.921527, -0.636585, -0.393000], [-0.596682, -0.408293, -1.325123], [-0.324916, -3.515295, 1.524162], [-2.124204, -2.703849, 0.831150], [0.766587, -1.660590, 0.314948]],
  "forces_ev_per_a": [[-0.962, 1.812, 0.424], [1.612, 0.802, -3.309], [-0.906, 3.977, 1.677], [4.334, 0.054, 0.235], [-1.059, -0.705, -1.233], [-3.207, 2.343, -1.692], [-1.312, -2.215, 0.110], [0.822, -0.531, -0.031], [0.664, -0.565, 0.196], [-1.055, -1.815, 1.372], [0.822, -0.924, 0.907], [-0.483, -1.610, -1.766], [-1.371, 0.238, -0.275], [-1.940, 0.431, 0.869], [-1.157, -1.081, 0.457], [0.846, -0.096, 1.312], [0.000, 0.366, -0.441], [4.170, -0.215, 0.717], [0.183, -0.266, 0.473]],
  "smiles": "C=[NH+]CCCCO",
  "homo_energy_ev": -13.90,
  "total_charge": 1
}

***

(3)
{
  "formula": "C5H12NO",
  "method": "ωB97M-V with the def2-TZVPD basis set",
  "elements": ["C", "C", "C", "C", "C", "N", "O", "H", "H", "H", "H", "H", "H", "H", "H", "H", "H", "H", "H"],
  "positions_angstrom": [[0.208909, 3.102804, 0.582674], [-0.499820, 0.983258, -0.186832], [0.656048, -0.568055, 1.210236], [0.886901, -0.753760, -1.191907], [-1.292761, -1.245215, -0.230668], [-0.096292, -0.385650, -0.064257], [0.409188, 1.913704, 0.224620], [1.026914, 3.742217, 0.629547], [-0.829012, 3.362506, 0.946827], [-1.518505, 1.251594, 0.195290], [0.357979, -1.513384, 1.443718], [1.716602, -0.351801, 0.907686], [0.420225, 0.281853, 1.836529], [1.757168, -0.088380, -0.963015], [1.248492, -1.806137, -1.252142], [0.421103, -0.474942, -2.157797], [-1.784355, -0.815372, -1.078988], [-1.117760, -2.347863, -0.402419], [-1.905925, -1.153638, 0.701204]],
  "forces_ev_per_a": [[-3.289, 0.601, 1.356], [-1.950, 2.685, 0.259], [1.565, 2.688, -1.598], [0.704, 1.170, -0.613], [-0.968, -0.786, 1.372], [1.819, -0.862, -1.178], [0.908, -2.736, -1.538], [1.283, 0.878, 0.101], [1.252, 0.002, -0.725], [0.785, -0.741, -0.430], [0.193, -2.537, 1.876], [-0.843, -1.033, 0.898], [-0.512, -0.641, 0.780], [-0.651, -0.619, -0.787], [-0.699, 0.646, 0.718], [0.254, -0.122, 0.653], [-0.677, -0.057, -0.401], [0.511, 1.425, 0.183], [0.313, 0.037, -0.924]],
  "homo_energy_ev": [-12.04, -12.66],
  "total_charge": 1
}

***

(4)
{
  "formula": "C5H12NO",
  "method": "ωB97M-V with the def2-TZVPD basis set",
  "elements": ["C", "C", "C", "C", "C", "N", "O", "H", "H", "H", "H", "H", "H", "H", "H", "H", "H", "H", "H"],
  "positions_angstrom": [[0.942636, -1.038519, -0.587127], [-1.998260, -1.235642, 0.198600], [-3.289216, 0.812035, 0.092182], [1.180625, 1.311625, -0.747570], [2.387732, -0.088024, 0.999156], [1.514128, -0.023194, -0.123099], [-2.448739, -0.083840, 0.683760], [1.205619, -2.083253, -0.423977], [0.149473, -0.850789, -1.240789], [-2.520430, -1.560956, -0.625322], [-1.130365, -1.710755, 0.665620], [-3.373359, 1.681518, 0.787898], [-3.822849, 0.629940, -0.790743], [1.110022, 1.110329, -1.819049], [0.220004, 1.582445, -0.429809], [1.956482, 1.957499, -0.412683], [3.431427, -0.050489, 0.615472], [2.177689, 0.669185, 1.684044], [2.307385, -1.029117, 1.473427]],
  "forces_ev_per_a": [[-0.112, -1.288, -0.407], [0.552, 1.059, 1.149], [1.695, 0.390, 3.303], [0.670, -2.053, -0.238], [2.564, -0.758, -1.189], [-0.825, 0.832, -0.273], [0.192, 0.834, -0.563], [0.056, 0.363, 0.746], [-0.866, 0.047, -1.443], [-0.706, -1.228, -1.839], [-0.881, 0.266, 0.216], [-0.346, -0.891, -1.133], [-0.508, -0.500, -1.019], [0.501, 0.533, 0.149], [-1.278, 0.682, 0.804], [0.377, 0.849, -0.235], [-0.507, 0.456, 0.464], [-0.253, 1.386, 0.985], [-0.326, -0.979, 0.524]],
  "homo_energy_ev": [-11.20, -11.13],
  "total_charge": 1
}

***

(5)
{
  "formula": "C5H12NO",
  "method": "ωB97M-V with the def2-TZVPD basis set",
  "elements": ["C", "C", "C", "N", "H", "H", "H", "H", "H", "H", "H", "H", "O", "C", "C", "H", "H", "H", "H"],
  "positions_angstrom": [[-1.245841, -1.875787, -2.165409], [-1.058427, -0.986238, -0.974707], [-2.063077, -0.343898, -0.398680], [-1.828398, 0.373382, 0.868958], [-2.219379, -1.753713, -2.632555], [-0.465006, -1.649356, -2.892303], [-1.124405, -2.921020, -1.880512], [-0.060213, -0.819667, -0.591623], [-3.102799, -0.402792, -0.683026], [-0.820243, 0.540435, 1.073249], [-2.311258, 1.272530, 0.956514], [-2.172841, -0.161386, 1.676721], [0.938016, 0.805314, 1.162341], [2.104508, 0.516973, 1.056211], [3.139161, 1.388549, 0.416735], [2.517318, -0.427277, 1.452286], [3.458108, 0.915809, -0.517290], [4.054580, 1.355878, 1.010929], [2.754470, 2.395920, 0.296316]],
  "forces_ev_per_a": [[0.399, 0.274, 0.042], [-0.642, 0.223, -0.247], [0.269, -0.367, 0.263], [-0.079, 0.284, 0.907], [-0.043, 0.034, 0.047], [-0.099, -0.083, -0.107], [0.028, -0.013, 0.060], [0.098, -0.236, 0.086], [-0.003, 0.044, -0.028], [0.078, -0.042, -0.316], [0.094, 0.001, -0.415], [0.007, -0.131, -0.278], [-0.681, -0.027, -0.035], [1.312, 0.142, -0.100], [-0.143, -0.349, 0.325], [-0.377, -0.174, 0.041], [-0.276, 0.169, -0.197], [-0.114, 0.199, 0.214], [0.172, 0.052, -0.263]],
  "homo_energy_ev": -14.16,
  "total_charge": 1
}

***

(6)
{
  "formula": "C5H12NO",
  "method": "ωB97M-V with the def2-TZVPD basis set",
  "elements": ["C", "C", "C", "C", "C", "N", "H", "H", "H", "H", "H", "H", "H", "H", "H", "H", "H", "H", "O"],
  "positions_angstrom": [[-1.035626, 1.528940, 0.441303], [-1.526169, 0.233829, -0.243861], [-0.542738, -0.467046, -1.097838], [-0.370583, -0.395934, -2.409028], [0.743570, -1.395323, 0.718036], [0.258572, -1.507200, -0.456161], [-0.233387, 1.981192, -0.143331], [-1.862203, 2.217846, 0.586029], [-0.590535, 1.361151, 1.422555], [-2.023971, -0.433688, 0.460151], [-2.399273, 0.518611, -0.825853], [-0.867702, 0.381717, -2.965285], [0.142695, -1.205043, -2.914071], [1.627016, -1.929957, 1.039395], [0.376079, -0.628932, 1.379248], [0.756539, -2.105403, -1.111512], [2.678957, 0.070861, 2.580570], [2.694042, 1.278509, 1.666913], [2.174715, 0.495871, 1.872739]],
  "forces_ev_per_a": [[0.520, -0.379, 0.302], [-0.753, 1.199, 0.526], [-0.524, -1.210, -0.175], [-0.456, -0.270, 0.366], [0.022, 0.364, 0.207], [0.997, 0.794, -0.159], [-0.297, 0.242, -0.170], [0.062, 0.105, -0.126], [-0.082, -0.145, 0.088], [0.523, -0.325, 0.270], [0.265, 0.010, -0.666], [-0.034, -0.081, -0.220], [0.384, 0.439, -0.278], [-0.303, -0.572, -0.142], [-0.347, -0.060, 0.049], [-0.169, -0.223, 0.053], [-0.096, 0.106, -0.024], [-0.014, 0.175, -0.100], [0.303, -0.167, 0.198]],
  "homo_energy_ev": -14.26,
  "total_charge": 1
}

***

(7)
{
  "formula": "C5H12NO",
  "method": "ωB97M-V with the def2-TZVPD basis set",
  "elements": ["C", "C", "N", "H", "H", "H", "H", "H", "H", "C", "C", "C", "O", "H", "H", "H", "H", "H", "H"],
  "positions_angstrom": [[-1.352165, -2.656607, 0.063230], [0.557294, -1.477576, -1.152182], [0.041558, -2.408280, -0.419056], [-1.408892, -2.209760, 1.047212], [-1.582775, -3.733806, 0.033119], [-1.949820, -2.031919, -0.605937], [-0.062922, -0.692631, -1.490464], [1.649222, -1.515497, -1.396800], [0.731936, -3.082732, -0.099592], [-0.110672, 3.101183, -0.461798], [-0.142097, 1.718826, 0.205845], [0.800010, 1.325581, 1.066971], [0.806797, 0.093708, 1.696414], [-1.019127, 3.659277, -0.156944], [0.757443, 3.695281, -0.091787], [-0.062711, 3.089755, -1.570911], [-0.885346, 0.987923, -0.154317], [1.577484, 2.048433, 1.314321], [1.654784, 0.088835, 2.172667]],
  "forces_ev_per_a": [[0.594, 1.209, -0.985], [0.279, -1.573, 1.082], [1.361, -0.049, -0.441], [-0.059, -0.267, 0.376], [0.161, 0.657, -0.049], [-0.423, -0.531, 0.163], [-0.527, 0.768, -0.510], [-1.186, 0.075, 0.349], [-0.149, -0.169, 0.102], [-0.033, 0.108, 0.643], [0.597, -0.163, -0.926], [-0.863, 0.634, -0.596], [0.909, 0.558, -0.134], [0.438, -0.231, -0.332], [-0.561, -0.486, -0.264], [-0.088, -0.228, 0.692], [0.043, 0.480, 0.466], [0.047, -0.391, 0.307], [-0.539, -0.402, 0.058]],
  "homo_energy_ev": -12.15,
  "total_charge": 1
}

***

(8)
{
  "formula": "C5H12NO",
  "method": "ωB97M-V with the def2-TZVPD basis set",
  "elements": ["C", "C", "C", "C", "C", "N", "O", "H", "H", "H", "H", "H", "H", "H", "H", "H", "H", "H", "H"],
  "positions_angstrom": [[-0.784623, 0.571558, -0.076343], [0.652759, -0.134028, 0.634752], [1.132929, -1.469211, 0.161499], [-2.181688, -0.183187, 0.120530], [1.445808, 1.004174, 0.379620], [2.257018, 1.098025, -0.571213], [-3.170347, 0.543452, -0.516464], [-0.547778, 0.549844, -1.122739], [-1.038469, 1.627224, 0.167291], [1.979244, -1.879450, 0.785782], [1.456608, -1.619350, -0.858777], [0.284222, -2.176309, 0.351447], [-2.441019, -0.315195, 1.251041], [-2.163595, -1.276895, -0.061497], [1.199768, 1.921336, 0.864365], [2.397832, 0.245703, -1.099656], [0.349975, -0.283719, 1.730058], [2.638093, 1.852095, -1.000241], [-3.466731, -0.076075, -1.139464]],
  "forces_ev_per_a": [[-0.433, -1.423, 0.331], [-2.969, -0.150, 1.825], [-0.381, -2.032, 0.789], [1.517, -1.055, 3.863], [-1.125, 1.782, 1.367], [0.279, -3.950, -1.203], [0.802, 0.557, 0.747], [0.010, 0.018, -0.718], [0.803, -0.645, 0.329], [-0.829, 0.744, -0.378], [-0.209, 0.353, -0.522], [0.813, 0.394, -0.407], [0.619, 1.067, -1.462], [0.224, 0.614, -1.105], [0.018, 0.538, 0.678], [0.303, -0.156, -0.125], [0.591, 0.783, -1.397], [1.309, 3.288, -0.796], [-1.341, -0.725, -1.814]],
  "smiles": "C[C@@H](C=[NH2+])CCO",
  "homo_energy_ev": -14.03,
  "total_charge": 1
}

***

Respective ΔE to the lowest compared entry with this formula, charge and spin values: 36.8; 62.5; 115.0; 123.0; 13.2; 32.0; 42.4; 44.7 kcal per mole.